The following is a DFT calculation (wB97M-V/def2-TZVPD) of a structure of composition C28H33AuN7O8S2.

Each line ends with the Löwdin charge.
Geometry (Å):
Au (2.304, -0.951, 2.634)  0.84
N (-6.257, -3.033, -0.103)  0.08
C (-4.861, -2.999, -0.216)  -0.33
C (-4.204, -1.806, -0.514)  -0.03
C (-2.830, -1.787, -0.672)  -0.08
C (-2.091, -2.953, -0.532)  -0.28
C (-2.738, -4.147, -0.248)  -0.07
C (-4.113, -4.171, -0.095)  -0.04
S (-0.328, -2.915, -0.755)  0.60
O (0.078, -4.251, -1.116)  -0.31
O (-0.099, -1.866, -1.734)  -0.35
N (0.348, -2.382, 0.590)  -0.08
C (0.268, -3.069, 1.720)  -0.45
N (1.008, -2.580, 2.773)  -0.07
C (0.936, -3.213, 3.946)  -0.16
C (0.157, -4.330, 4.141)  -0.08
C (-0.557, -4.765, 3.030)  -0.14
N (-0.515, -4.170, 1.861)  0.13
H (-6.667, -2.151, 0.165)  0.08
H (-6.605, -3.786, 0.469)  0.08
H (-4.769, -0.889, -0.640)  0.11
H (-2.350, -0.855, -0.938)  0.08
H (-2.148, -5.047, -0.154)  0.10
H (-4.619, -5.107, 0.117)  0.11
H (1.537, -2.793, 4.740)  0.10
H (0.110, -4.831, 5.096)  0.09
H (-1.199, -5.640, 3.096)  0.11
C (0.564, 4.824, -0.111)  -0.05
C (1.431, 3.998, 0.803)  -0.28
C (0.941, 3.525, 2.015)  -0.04
C (1.719, 2.744, 2.862)  -0.23
C (1.162, 2.223, 4.159)  -0.04
C (3.024, 2.434, 2.485)  -0.09
C (3.552, 2.930, 1.295)  -0.22
C (4.978, 2.633, 0.916)  -0.03
C (2.744, 3.698, 0.464)  -0.02
C (3.908, 1.592, 3.384)  -0.65
O (4.721, 2.172, 4.092)  0.04
O (3.843, 0.311, 3.262)  -0.21
H (-0.457, 4.438, -0.149)  0.07
H (0.961, 4.832, -1.128)  0.07
H (0.504, 5.862, 0.226)  0.08
H (-0.082, 3.754, 2.302)  0.12
H (0.149, 2.591, 4.328)  0.07
H (1.791, 2.525, 4.998)  0.09
H (1.137, 1.129, 4.159)  0.05
H (5.230, 1.592, 1.129)  0.08
H (5.665, 3.249, 1.499)  0.09
H (5.150, 2.825, -0.144)  0.08
H (3.148, 4.060, -0.478)  0.12
C (-2.682, -1.504, -4.165)  -0.10
C (-2.569, -0.121, -4.784)  -0.30
S (-2.135, 1.154, -3.624)  0.64
O (-2.956, 1.001, -2.441)  -0.32
O (-2.157, 2.418, -4.323)  -0.32
C (-0.459, 0.773, -3.184)  -0.20
C (0.035, 1.783, -2.150)  -0.13
N (1.128, 1.232, -1.362)  0.07
C (1.018, 0.746, -0.102)  -0.32
N (2.162, 0.236, 0.327)  0.10
C (3.050, 0.376, -0.677)  -0.03
C (2.440, 0.992, -1.733)  -0.15
N (3.028, 1.394, -2.954)  -0.33
O (4.211, 1.146, -3.114)  0.07
O (2.323, 1.946, -3.794)  0.05
C (-0.239, 0.764, 0.688)  0.01
H (-2.979, -2.221, -4.931)  0.08
H (-3.436, -1.511, -3.379)  0.07
H (-1.743, -1.842, -3.725)  0.07
H (-3.520, 0.232, -5.190)  0.10
H (-1.825, -0.060, -5.579)  0.10
H (0.142, 0.804, -4.091)  0.11
H (-0.456, -0.234, -2.759)  0.07
H (-0.764, 2.019, -1.450)  0.11
H (0.359, 2.702, -2.627)  0.12
H (4.078, 0.065, -0.602)  0.13
H (-0.753, 1.722, 0.625)  0.08
H (0.018, 0.568, 1.727)  0.07
H (-0.897, -0.033, 0.346)  0.06

Output
Kohn-Sham gap ... 7.697 eV
Net charge ... -1
Energy above the lowest of the compared OMol25 structures with the same formula, charge and spin ... 2.2 kcal per mole
Multiplicity ... 1

---

The following is a DFT calculation (wB97M-V/def2-TZVPD) of a cluster of 2 separate species, C6H8N in total.

Each line ends with the Löwdin charge.
Geometry (Å):
C (1.101, 0.961, -3.615)  0.32
C (1.119, 0.732, -2.436)  -0.02
C (-1.570, -0.530, 0.905)  -0.17
C (-2.612, -1.064, 1.756)  -0.05
C (1.710, 0.960, 0.004)  -0.05
C (1.292, 0.200, -1.161)  -0.01
N (-0.872, -0.114, 0.078)  0.17
H (1.334, 1.290, -4.505)  0.03
H (-2.769, -2.138, 1.867)  0.10
H (-2.703, -0.635, 2.811)  0.13
H (-3.542, -0.837, 1.268)  0.08
H (0.745, 1.396, 0.241)  0.10
H (2.559, 1.609, -0.257)  0.13
H (1.978, 0.358, 0.854)  0.10
H (1.069, -0.892, -1.197)  0.15

Output
Kohn-Sham gap ... 9.080 eV
Net charge ... +1
Energy above the lowest of the compared OMol25 structures with the same formula, charge and spin ... 125.0 kcal per mole
Multiplicity ... 1

---

The following is a DFT calculation (wB97M-V/def2-TZVPD) of a structure of composition C22H38BaO3P2S.

Each line ends with the Löwdin charge.
Geometry (Å):
P (1.755, 0.143, -1.797)  0.84
P (-1.779, -0.556, 0.457)  0.79
C (0.743, -1.170, -0.986)  -0.46
C (-0.784, -1.340, -0.948)  -0.41
H (1.276, -1.530, -0.061)  -0.02
H (0.956, -1.972, -1.700)  0.02
H (-1.270, -1.121, -1.924)  0.08
H (-0.876, -2.434, -0.799)  0.03
C (-1.097, -1.689, 1.751)  -0.46
H (-1.240, -1.245, 2.762)  0.02
H (-0.032, -1.980, 1.578)  -0.05
H (-1.677, -2.617, 1.671)  0.01
C (-3.470, -1.257, 0.419)  -0.30
H (-3.501, -2.322, 0.729)  0.04
H (-3.980, -1.152, -0.552)  0.05
H (-4.061, -0.702, 1.171)  0.05
C (3.349, -0.671, -2.006)  -0.23
H (4.202, 0.029, -2.058)  0.06
H (3.303, -1.178, -2.984)  0.04
H (3.495, -1.417, -1.208)  0.03
C (1.096, 0.165, -3.456)  -0.19
H (0.021, -0.017, -3.427)  0.05
H (1.588, -0.658, -3.979)  0.04
H (1.318, 1.082, -4.011)  0.06
Ba (0.803, 0.447, 1.754)  1.20
C (-1.675, -4.432, -0.925)  -0.13
C (-0.893, -4.712, 0.137)  -0.12
C (0.224, -5.722, 0.082)  -0.19
C (1.191, -5.568, -1.107)  -0.18
C (1.282, -4.189, -1.726)  -0.11
C (0.583, -3.857, -2.829)  -0.14
C (-0.591, -4.658, -3.333)  -0.18
C (-1.605, -5.153, -2.261)  -0.18
C (1.685, 1.729, -0.971)  -0.31
H (-2.545, -3.770, -0.810)  0.09
H (-1.147, -4.378, 1.146)  0.09
H (-0.189, -6.754, 0.038)  0.12
H (0.801, -5.635, 1.020)  0.10
H (2.199, -5.797, -0.722)  0.11
H (0.998, -6.364, -1.855)  0.11
H (2.073, -3.550, -1.313)  0.09
H (0.940, -3.115, -3.555)  0.10
H (-0.250, -5.565, -3.877)  0.12
H (-1.153, -4.043, -4.059)  0.10
H (-2.615, -5.046, -2.707)  0.11
H (-1.496, -6.254, -2.131)  0.12
H (0.648, 2.033, -0.757)  0.04
H (2.109, 2.509, -1.648)  0.07
H (2.277, 1.721, -0.024)  -0.01
C (-0.386, 9.416, 3.321)  -0.05
C (-0.292, 7.921, 3.131)  -0.27
C (0.780, 7.335, 2.451)  -0.04
C (0.908, 5.948, 2.284)  -0.05
C (-0.061, 5.089, 2.798)  -0.27
C (-1.171, 5.664, 3.424)  -0.05
C (-1.271, 7.040, 3.592)  -0.04
S (0.081, 3.315, 2.750)  0.39
O (1.516, 2.944, 2.858)  -0.50
O (-0.683, 2.853, 3.897)  -0.35
O (-0.386, 2.770, 1.416)  -0.59
H (0.448, 9.777, 3.930)  0.08
H (-0.350, 9.949, 2.368)  0.08
H (-1.322, 9.724, 3.795)  0.07
H (1.547, 7.995, 2.050)  0.11
H (1.759, 5.507, 1.778)  0.11
H (-1.968, 5.051, 3.831)  0.11
H (-2.139, 7.435, 4.118)  0.11

Output
Kohn-Sham gap ... 2.791 eV
Energy above the lowest of the compared OMol25 structures with the same formula, charge and spin ... 106.5 kcal per mole
Multiplicity ... 1